Record 1
{
  "formula": "C55H63F7O2P",
  "method": "ωB97M-V with the def2-TZVPD basis set",
  "energy_ha": -3323.5863,
  "homo_ev": -10.3370,
  "charge": 1,
  "elements": ["C", "C", "O", "P", "C", "C", "C", "C", "C", "C", "C", "O", "C", "C", "C", "C", "C", "C", "C", "C", "F", "F", "C", "F", "F", "C", "F", "F", "F", "H", "H", "H", "H", "H", "H", "H", "H", "H", "H", "H", "H", "H", "H", "H", "H", "H", "H", "H", "H", "H", "H", "H", "H", "H", "H", "H", "C", "C", "C", "C", "C", "C", "H", "H", "H", "H", "H", "H", "C", "C", "C", "C", "C", "C", "H", "H", "H", "H", "H", "H", "C", "C", "C", "C", "C", "C", "H", "H", "H", "H", "H", "H", "C", "C", "C", "C", "C", "C", "H", "H", "H", "H", "H", "H", "C", "C", "C", "C", "C", "C", "H", "H", "H", "H", "H", "H", "C", "C", "C", "C", "C", "C", "H", "H", "H", "H", "H", "H"],
  "xyz": [[4.282, 0.999, 3.540], [5.008, 1.035, 2.034], [4.342, 2.085, 1.257], [4.357, 1.735, -0.469], [6.242, 1.533, -0.918], [6.737, -0.023, -1.001], [7.459, -0.604, 0.355], [7.916, -0.079, -2.186], [3.358, 0.132, -0.698], [2.989, -0.275, -2.239], [4.166, -0.001, -3.345], [1.702, 0.287, -2.732], [0.715, -0.769, -2.999], [-0.133, -1.162, -1.620], [0.514, -1.851, -0.281], [-0.287, -2.207, 1.112], [-1.889, -1.852, 1.196], [-2.599, -1.203, -0.144], [-1.774, -0.847, -1.552], [3.749, 3.247, -1.449], [4.942, 4.099, -1.818], [3.097, 2.925, -2.762], [2.723, 4.255, -0.667], [2.636, 5.487, -1.542], [3.269, 4.789, 0.637], [1.180, 3.722, -0.526], [1.023, 2.264, -0.344], [0.473, 4.129, -1.797], [0.492, 4.450, 0.574], [3.725, 1.997, 3.795], [5.070, 0.671, 4.358], [3.458, 0.137, 3.538], [6.147, 1.225, 2.237], [4.900, -0.051, 1.615], [6.338, 1.970, -2.025], [6.917, 2.165, -0.191], [5.928, -0.797, -1.338], [8.302, -1.417, 0.124], [7.893, 0.286, 1.005], [6.630, -1.207, 0.966], [8.939, -0.521, -1.757], [8.183, 0.976, -2.617], [7.621, -0.811, -3.072], [4.031, -0.756, -0.271], [2.418, 0.160, 0.038], [2.820, -1.457, -2.232], [4.896, -0.917, -3.359], [3.620, 0.038, -4.405], [4.731, 1.017, -3.239], [1.124, -1.702, -3.576], [-0.101, -0.280, -3.720], [1.683, -2.086, -0.297], [0.339, -2.677, 2.013], [-2.439, -2.082, 2.205], [-3.767, -0.968, -0.071], [-2.364, -0.384, -2.451], [-1.792, -3.422, 6.899], [-2.625, -2.496, 6.273], [-2.100, -1.603, 5.339], [-0.742, -1.644, 5.023], [0.091, -2.573, 5.646], [-0.432, -3.459, 6.588], [-2.201, -4.115, 7.629], [-3.685, -2.469, 6.514], [-2.748, -0.877, 4.856], [-0.333, -0.952, 4.291], [1.150, -2.605, 5.399], [0.218, -4.179, 7.077], [-6.709, -3.777, 6.704], [-8.058, -3.611, 6.392], [-8.917, -3.007, 7.310], [-8.424, -2.559, 8.536], [-7.074, -2.722, 8.846], [-6.217, -3.334, 7.932], [-6.040, -4.250, 5.990], [-8.440, -3.953, 5.434], [-9.969, -2.883, 7.069], [-9.093, -2.084, 9.249], [-6.691, -2.372, 9.801], [-5.167, -3.466, 8.176], [-3.783, 3.225, 3.907], [-3.059, 4.401, 3.710], [-2.242, 4.539, 2.588], [-2.157, 3.503, 1.657], [-2.883, 2.329, 1.852], [-3.693, 2.187, 2.978], [-4.416, 3.116, 4.783], [-3.131, 5.210, 4.433], [-1.673, 5.452, 2.439], [-1.524, 3.612, 0.780], [-2.818, 1.523, 1.125], [-4.254, 1.270, 3.133], [4.985, -1.519, -6.827], [5.898, -2.566, -6.951], [5.444, -3.866, -7.172], [4.076, -4.118, -7.279], [3.163, -3.070, -7.159], [3.617, -1.772, -6.929], [5.339, -0.507, -6.652], [6.964, -2.369, -6.875], [6.155, -4.683, -7.261], [3.722, -5.130, -7.456], [2.097, -3.266, -7.244], [2.905, -0.957, -6.830], [-2.511, -4.380, -10.098], [-1.817, -3.291, -9.571], [-0.477, -3.427, -9.210], [0.172, -4.650, -9.385], [-0.521, -5.737, -9.915], [-1.864, -5.604, -10.268], [-3.557, -4.275, -10.376], [-2.321, -2.337, -9.441], [0.062, -2.581, -8.793], [1.218, -4.754, -9.108], [-0.015, -6.689, -10.053], [-2.405, -6.453, -10.676], [-5.503, 7.080, 2.982], [-6.305, 6.005, 3.367], [-7.670, 6.194, 3.579], [-8.236, 7.456, 3.397], [-7.435, 8.530, 3.009], [-6.068, 8.343, 2.806], [-4.438, 6.933, 2.820], [-5.865, 5.020, 3.502], [-8.294, 5.358, 3.885], [-9.301, 7.603, 3.557], [-7.876, 9.513, 2.865], [-5.443, 9.181, 2.509]],
  "mulliken_charge": [-1.02, 0.18, -0.32, 0.05, -1.23, 1.17, -1.10, -1.08, -0.67, -0.35, -0.56, -0.27, -0.51, 0.75, -0.16, -0.40, -0.30, -0.51, -0.64, 1.10, -0.30, -0.23, 0.17, -0.28, -0.25, 0.81, -0.13, -0.23, -0.19, 0.28, 0.33, 0.20, 0.15, 0.05, 0.53, 0.39, -0.02, 0.43, 0.17, 0.22, 0.33, 0.31, 0.23, 0.63, 0.35, 0.50, 0.27, 0.13, 0.02, 0.32, 0.26, 0.18, 0.33, 0.35, 0.33, 0.23, -0.24, -0.25, -0.61, -0.43, -0.42, -0.48, 0.38, 0.23, 0.55, 0.53, 0.36, 0.36, -0.37, -0.35, -0.40, -0.32, -0.53, -0.12, 0.37, 0.36, 0.35, 0.36, 0.35, 0.34, -0.74, -0.31, -0.55, -0.34, -0.48, -0.28, 0.45, 0.51, 0.43, 0.42, 0.42, 0.46, -0.36, -0.48, -0.37, -0.43, -0.32, -0.41, 0.43, 0.39, 0.38, 0.39, 0.35, 0.44, -0.39, -0.44, -0.29, -0.09, -0.54, -0.32, 0.35, 0.35, 0.38, 0.28, 0.35, 0.36, -0.09, -0.06, -0.56, -0.36, -0.39, -0.49, 0.31, 0.21, 0.36, 0.36, 0.35, 0.36]
}

Record 2
{
  "formula": "C24H60Br6N4O4",
  "method": "ωB97M-V with the def2-TZVPD basis set",
  "multiplicity": 2,
  "energy_ha": -16913.9207,
  "homo_ev": [-10.9006, -10.9006],
  "charge": 1,
  "elements": ["C", "Br", "Br", "Br", "H", "C", "Br", "Br", "Br", "H", "C", "C", "C", "C", "C", "C", "H", "H", "H", "H", "H", "H", "H", "H", "H", "H", "H", "H", "H", "H", "C", "C", "C", "O", "C", "N", "H", "H", "H", "H", "H", "H", "H", "H", "H", "H", "H", "C", "C", "C", "O", "C", "N", "H", "H", "H", "H", "H", "H", "H", "H", "H", "H", "H", "C", "C", "C", "O", "C", "N", "H", "H", "H", "H", "H", "H", "H", "H", "H", "H", "H", "C", "C", "C", "O", "C", "N", "H", "H", "H", "H", "H", "H", "H", "H", "H", "H", "H"],
  "xyz": [[24.706, -5.432, -26.478], [23.408, -6.549, -25.362], [25.797, -6.572, -27.618], [25.774, -4.263, -25.251], [24.054, -4.785, -27.065], [17.583, -5.854, -34.659], [15.678, -6.111, -34.135], [17.789, -4.036, -35.394], [18.171, -7.149, -35.970], [18.141, -5.963, -33.729], [22.382, -4.853, -29.435], [21.490, -5.891, -28.707], [21.586, -7.304, -29.174], [21.147, -7.564, -30.609], [19.724, -7.651, -30.910], [19.407, -8.171, -32.330], [22.288, -3.849, -29.021], [22.151, -4.835, -30.501], [23.440, -5.107, -29.366], [21.643, -5.732, -27.640], [20.459, -5.558, -28.827], [20.933, -7.845, -28.489], [22.563, -7.706, -28.908], [21.708, -6.847, -31.208], [21.707, -8.474, -30.824], [19.234, -8.260, -30.151], [19.241, -6.688, -30.743], [19.601, -9.241, -32.396], [18.332, -8.014, -32.417], [19.887, -7.600, -33.126], [22.973, -11.255, -35.039], [23.654, -9.926, -34.930], [22.884, -8.789, -34.270], [21.677, -8.507, -34.909], [21.822, -8.040, -36.292], [24.909, -10.296, -34.188], [22.054, -11.274, -35.625], [22.728, -11.720, -34.084], [23.597, -11.951, -35.599], [24.002, -9.710, -35.940], [23.436, -7.852, -34.197], [22.736, -9.028, -33.217], [22.509, -7.204, -36.425], [20.855, -7.904, -36.777], [22.287, -8.879, -36.810], [25.626, -9.626, -34.427], [25.329, -11.022, -34.751], [23.183, -12.076, -24.461], [23.306, -10.668, -25.024], [22.343, -10.207, -26.103], [22.537, -11.102, -27.279], [21.504, -11.303, -28.253], [23.169, -9.879, -23.883], [24.189, -12.466, -24.303], [22.838, -12.711, -25.277], [22.462, -12.232, -23.659], [24.329, -10.676, -25.399], [22.471, -9.141, -26.290], [21.340, -10.235, -25.677], [21.892, -11.946, -29.044], [21.417, -10.340, -28.755], [20.512, -11.582, -27.897], [23.402, -8.937, -24.163], [23.909, -10.148, -23.251], [16.799, -9.465, -28.291], [17.398, -9.285, -26.968], [18.177, -7.972, -26.882], [18.831, -7.807, -25.683], [19.691, -6.720, -25.624], [16.372, -9.349, -25.978], [15.860, -8.917, -28.372], [16.350, -10.447, -28.438], [17.516, -9.197, -29.067], [18.006, -10.144, -26.685], [17.539, -7.105, -27.052], [18.998, -8.071, -27.591], [20.528, -6.961, -26.280], [20.093, -6.691, -24.611], [19.230, -5.756, -25.836], [16.540, -10.112, -25.338], [16.697, -8.553, -25.447], [24.756, -3.825, -32.215], [25.849, -4.830, -32.210], [26.117, -5.421, -33.631], [26.913, -6.544, -33.543], [26.758, -7.367, -34.633], [26.973, -4.239, -31.639], [23.824, -4.348, -32.426], [24.918, -3.017, -32.929], [24.616, -3.364, -31.238], [25.486, -5.667, -31.613], [26.573, -4.761, -34.369], [25.135, -5.756, -33.965], [26.633, -6.837, -35.577], [25.751, -7.783, -34.674], [27.578, -8.040, -34.883], [27.064, -4.623, -30.709], [27.779, -4.529, -32.174]],
  "mulliken_charge": [-0.16, -0.02, -0.01, 0.00, 0.21, -0.03, -0.02, -0.02, 0.04, 0.01, -1.70, -0.25, 1.08, -0.44, 0.65, -1.33, 0.43, 0.50, 0.14, 0.19, 0.29, -1.18, 0.39, 0.41, 0.06, -0.61, 0.40, 0.40, 0.43, 0.19, -1.69, 0.68, 0.16, -0.17, -0.76, -0.73, 0.34, 0.31, 0.48, 0.45, -0.44, 0.13, 0.33, 0.08, 0.33, 0.21, 0.33, -1.46, 0.57, 0.10, -0.36, -0.23, -0.11, 0.42, 0.37, 0.40, 0.25, -0.22, 0.34, 0.31, -0.17, 0.31, 0.06, 0.39, -1.30, 0.66, 0.16, -0.47, -0.13, -0.78, 0.41, 0.38, 0.09, 0.17, 0.44, -0.54, -0.33, 0.34, 0.32, 0.32, 0.30, -1.27, 0.63, -0.65, -0.37, -0.21, -0.67, 0.22, 0.34, 0.35, 0.00, 0.35, 0.24, 0.42, -0.51, 0.48, 0.26, 0.32]
}

Record 3
{
  "formula": "C52H44N2OP2PdS2",
  "method": "ωB97M-V with the def2-TZVPD basis set",
  "relative_energy_kcal_mol": 18.7,
  "energy_ha": -3799.7157,
  "homo_ev": -6.1231,
  "elements": ["Pd", "O", "S", "C", "C", "C", "C", "C", "C", "C", "C", "C", "C", "P", "C", "C", "C", "C", "C", "C", "C", "C", "C", "C", "C", "C", "C", "C", "C", "C", "C", "C", "C", "C", "C", "C", "C", "C", "P", "C", "C", "C", "C", "C", "C", "C", "C", "C", "C", "C", "C", "C", "C", "H", "H", "H", "H", "H", "H", "H", "H", "H", "H", "H", "H", "H", "H", "H", "H", "H", "H", "H", "H", "H", "H", "H", "H", "H", "H", "H", "H", "H", "H", "H", "H", "H", "H", "H", "H", "S", "C", "N", "C", "C", "C", "N", "H", "H", "H", "H", "H", "H", "H", "H"],
  "xyz": [[-0.111, -0.806, 1.188], [-0.781, 1.961, 2.190], [-0.079, 2.103, 0.883], [-1.184, 3.051, -0.145], [-0.803, 4.206, -0.783], [-1.710, 5.011, -1.503], [-3.025, 4.650, -1.496], [-4.240, 5.340, -2.069], [-5.434, 4.430, -1.679], [-4.807, 3.265, -0.954], [-5.347, 2.147, -0.396], [-4.468, 1.168, 0.118], [-3.092, 1.277, 0.164], [-2.170, -0.354, 0.384], [-2.382, -0.983, -1.342], [-2.843, -0.239, -2.425], [-2.899, -0.798, -3.698], [-2.515, -2.112, -3.908], [-2.063, -2.869, -2.833], [-1.986, -2.303, -1.572], [-3.442, -1.339, 1.266], [-3.382, -1.273, 2.660], [-4.269, -1.997, 3.440], [-5.211, -2.822, 2.837], [-5.265, -2.909, 1.454], [-4.391, -2.166, 0.671], [-2.525, 2.538, -0.256], [-3.411, 3.445, -0.872], [1.308, 3.175, 1.157], [1.112, 4.429, 1.683], [2.174, 5.315, 1.939], [3.437, 4.894, 1.627], [4.762, 5.610, 1.737], [5.813, 4.582, 1.241], [5.011, 3.354, 0.890], [5.384, 2.129, 0.424], [4.382, 1.149, 0.254], [3.034, 1.331, 0.495], [1.987, -0.222, 0.300], [3.183, -1.513, 0.809], [3.249, -2.722, 0.119], [3.976, -3.792, 0.624], [4.642, -3.674, 1.835], [4.574, -2.477, 2.536], [3.849, -1.411, 2.031], [1.993, -0.315, -1.540], [3.096, -0.630, -2.334], [2.988, -0.638, -3.716], [1.782, -0.318, -4.328], [0.682, 0.007, -3.551], [0.790, 0.001, -2.167], [2.616, 2.648, 0.910], [3.643, 3.593, 1.126], [0.225, 4.532, -0.697], [-1.362, 5.914, -1.990], [-4.152, 5.451, -3.151], [-4.347, 6.344, -1.657], [-5.991, 4.092, -2.554], [-6.144, 4.954, -1.037], [-6.414, 1.959, -0.390], [-4.926, 0.246, 0.448], [-3.158, 0.788, -2.290], [-3.252, -0.197, -4.528], [-2.566, -2.546, -4.898], [-1.762, -3.899, -2.984], [-1.631, -2.891, -0.734], [-2.617, -0.661, 3.125], [-4.214, -1.932, 4.519], [-5.896, -3.399, 3.446], [-5.994, -3.554, 0.979], [-4.455, -2.232, -0.408], [0.093, 4.733, 1.895], [1.981, 6.297, 2.351], [4.952, 5.921, 2.765], [4.765, 6.515, 1.128], [6.552, 4.356, 2.011], [6.363, 4.953, 0.375], [6.416, 1.879, 0.212], [4.721, 0.170, -0.057], [2.728, -2.832, -0.825], [4.027, -4.718, 0.063], [5.210, -4.507, 2.230], [5.079, -2.376, 3.488], [3.790, -0.490, 2.600], [4.044, -0.889, -1.879], [3.849, -0.895, -4.320], [1.703, -0.328, -5.408], [-0.269, 0.245, -4.011], [-0.069, 0.224, -1.547], [0.256, -2.497, 3.034], [0.416, -3.883, 2.091], [0.326, -3.810, 0.751], [0.541, -4.930, -0.139], [0.084, -6.204, 0.555], [0.793, -6.322, 1.893], [0.619, -5.092, 2.648], [0.227, -2.841, 0.429], [1.601, -5.012, -0.411], [-0.020, -4.756, -1.058], [0.305, -7.074, -0.063], [-0.996, -6.160, 0.715], [1.858, -6.529, 1.735], [0.378, -7.146, 2.474], [0.700, -5.096, 3.649]],
  "mulliken_charge": [-1.97, -0.76, 2.11, -0.04, -0.16, -1.37, -0.07, -0.87, -0.74, 0.43, -1.51, 0.32, -0.07, 1.86, 0.47, -0.23, -0.61, -0.72, -0.76, -0.74, 0.47, -0.74, -0.83, -0.50, -0.83, 0.30, -0.85, 1.07, -0.62, 0.13, -1.32, 0.70, -0.85, -0.71, 0.00, -1.44, 0.01, -0.15, 1.79, 0.81, -0.92, -0.73, -0.75, -0.75, -0.61, 0.78, 0.10, -0.82, -0.82, -0.67, 0.00, -1.22, 1.16, 0.65, 0.44, 0.30, 0.30, 0.28, 0.30, 0.46, 0.54, 0.07, 0.38, 0.35, 0.45, 0.57, 0.41, 0.43, 0.40, 0.43, 0.43, 0.65, 0.45, 0.32, 0.30, 0.28, 0.29, 0.48, 0.34, 0.57, 0.46, 0.39, 0.41, 0.46, 0.30, 0.45, 0.39, 0.52, -0.20, -0.44, 0.17, 1.28, -0.22, -0.85, -0.71, -0.17, -0.89, 0.19, 0.17, 0.40, 0.33, 0.26, 0.46, 0.25]
}

Record 4
{
  "formula": "C8H15NO4",
  "method": "ωB97M-V with the def2-TZVPD basis set",
  "relative_energy_kcal_mol": 151.0,
  "energy_ha": -669.3256,
  "homo_ev": -9.1882,
  "elements": ["C", "C", "C", "C", "C", "C", "C", "C", "N", "O", "O", "O", "O", "H", "H", "H", "H", "H", "H", "H", "H", "H", "H", "H", "H", "H", "H", "H"],
  "xyz": [[0.496, -0.622, 0.398], [-0.124, 1.609, 0.246], [-0.448, 0.364, 1.150], [0.262, 0.166, -1.494], [0.168, 0.272, 2.517], [-1.984, 0.053, 1.100], [-0.694, -0.711, -2.226], [1.760, 0.083, -2.047], [0.236, -1.963, 0.285], [1.225, -2.701, 0.381], [-0.942, -2.332, 0.153], [-0.300, 1.301, -1.095], [1.136, 1.925, 0.529], [1.665, -0.497, 0.607], [-0.813, 2.472, 0.616], [-0.116, 1.207, 3.051], [1.189, 0.148, 2.484], [-0.266, -0.673, 3.082], [-2.412, 0.416, 2.005], [-2.266, -0.996, 0.977], [-2.420, 0.590, 0.272], [-0.982, -1.362, -1.367], [-0.421, -1.402, -2.992], [-1.680, -0.081, -2.448], [1.918, -0.912, -2.377], [2.388, 0.181, -1.189], [2.032, 0.730, -2.871], [1.393, 2.736, 0.253]],
  "mulliken_charge": [-1.50, -0.21, 1.71, 1.01, -1.68, -1.61, -1.20, -1.39, 1.33, -0.74, -0.71, -0.40, -0.47, 0.53, 0.45, 0.42, 0.42, 0.35, 0.48, 0.27, 0.42, 0.40, 0.39, 0.23, 0.42, 0.33, 0.37, 0.36]
}

Record 5
{
  "formula": "C2H2BaFO",
  "method": "ωB97M-V with the def2-TZVPD basis set",
  "relative_energy_kcal_mol": 168.9,
  "energy_ha": -277.5300,
  "homo_ev": -11.5863,
  "charge": 1,
  "elements": ["C", "C", "O", "H", "F", "Ba", "H"],
  "xyz": [[0.811, 0.884, -0.730], [2.053, 0.844, -0.078], [-0.326, 0.593, -0.452], [1.414, 2.060, -0.797], [2.936, 0.009, -0.520], [-2.489, -0.150, 1.016], [-4.182, -0.351, 2.138]],
  "mulliken_charge": [0.35, -0.06, -0.40, 0.21, -0.08, 1.33, -0.35]
}

Record 6
{
  "formula": "C8H7FO3",
  "method": "ωB97M-V with the def2-TZVPD basis set",
  "relative_energy_kcal_mol": 117.3,
  "energy_ha": -634.4049,
  "homo_ev": [-8.2967, -7.0682],
  "elements": ["C", "C", "C", "C", "C", "C", "C", "C", "O", "O", "O", "F", "H", "H", "H", "H", "H", "H", "H"],
  "xyz": [[3.094, 0.995, -0.853], [2.563, -0.337, -0.768], [2.797, 1.611, 0.309], [1.943, -0.400, 0.519], [1.116, -1.421, 0.997], [-1.047, -0.153, -0.107], [-2.297, -0.458, 0.192], [-3.474, 0.286, -0.377], [0.716, -2.512, 1.234], [2.055, 0.797, 1.115], [-2.581, -1.601, 0.906], [-0.623, 0.960, -0.684], [3.603, 1.508, -1.671], [2.413, -1.137, -1.425], [2.987, 2.602, 0.738], [-4.185, -0.501, -0.642], [-4.004, 0.927, 0.419], [-3.254, 0.792, -1.244], [-1.821, -1.958, 1.342]],
  "mulliken_charge": [-0.44, -0.51, -0.26, 0.56, 0.24, -0.11, 0.61, -1.17, -0.38, -0.36, -0.48, -0.23, 0.38, 0.49, 0.42, 0.35, 0.24, 0.36, 0.27]
}